No. 1
Density functional theory data (the ωB97M-V functional and the def2-TZVPD basis) for a molecular structure, C33H27ClN4O5S3Tc.

molar mass	789.26	g/mol
charge	0
expectation value of S²	3.772
E_tot	-3604.59048	Eh
spin multiplicity	4
Kohn-Sham gap (alpha / beta)	7.116 / 6.690	eV

Positions of all 74 atoms, in Å:
1 S 1.99211 -0.63460 -0.92636
2 C 2.24985 4.35719 0.00370
3 C -1.29422 1.79337 -3.87387
4 C -3.14690 4.67014 -0.11832
5 S 1.57799 -2.30766 -3.30013
6 C 2.47684 4.59577 1.32942
7 H 2.56168 5.05144 -0.76210
8 C -3.21449 -3.14405 -2.58776
9 H 0.84414 -0.80983 3.82823
10 H -0.94072 0.89686 -4.36849
11 H 0.90350 0.95361 4.81702
12 N -0.35735 0.75479 -1.88470
13 H -2.34991 1.94936 -4.08844
14 O -1.44576 1.58212 0.53880
15 C 2.26591 3.82910 3.68911
16 H -1.83953 -6.18778 -2.06163
17 H 2.97900 -2.63286 2.63751
18 H 2.97933 5.49867 1.65211
19 C -2.17578 -2.55405 -3.29417
20 H -1.59742 -5.44319 1.29444
21 C -2.67259 3.55223 0.52071
22 C -0.12382 -2.01883 2.33348
23 S 3.85871 -0.43620 2.37054
24 C -1.23969 -3.42568 0.70416
25 C 3.74595 -2.19058 2.00775
26 H 3.50092 -2.32842 0.95822
27 H -2.04016 4.05524 -3.23432
28 N 0.48338 0.32146 2.17196
29 C 1.20550 1.69843 4.09598
30 C -1.19395 -4.48126 1.57935
31 H -0.18306 -1.71394 -4.82437
32 Cl -0.57596 -5.67310 3.93839
33 C -0.09204 -3.11708 3.21589
34 C -0.70463 -2.17292 1.05412
35 O 3.23479 -0.27934 3.68761
36 O 5.26033 -0.09347 2.29894
37 H 0.00726 -5.12922 -3.29966
38 N 1.20371 2.28241 0.51524
39 C -1.07139 1.71545 -2.38974
40 H 0.35501 -2.99769 4.19422
41 C 0.42365 -0.78626 2.82662
42 H 2.77290 4.71758 4.04042
43 C -2.20325 3.90618 -2.17686
44 H 1.41413 2.93687 -1.40719
45 C -1.93781 -5.16643 -2.40495
46 C 2.06562 3.65708 2.29825
47 O -0.77199 -1.21725 0.15830
48 Tc 0.16539 0.50086 0.12810
49 H -0.74259 2.64723 -4.27300
50 C -0.61802 -4.32478 2.84482
51 C -1.69115 2.74822 -1.55617
52 O 3.03932 0.22131 1.33447
53 H 0.49919 -3.32608 -5.09153
54 C -1.01203 -3.26316 -3.56523
55 C 1.02028 1.49441 2.75948
56 H 1.98506 2.99720 5.62196
57 C -2.89985 4.86340 -1.48121
58 H -1.67153 -3.53147 -0.28275
59 H -3.71348 5.40475 0.43882
60 H -2.84769 3.38210 1.57407
61 N 0.02775 -0.25920 -2.76829
62 C -3.10003 -4.45205 -2.14378
63 C 1.42693 2.49276 1.84600
64 C 1.03848 -0.93974 -2.35379
65 H 4.71068 -2.63725 2.22799
66 C 1.83286 2.87373 4.55959
67 H -4.11341 -2.57842 -2.38225
68 C -0.90299 -4.57366 -3.10850
69 H -3.91239 -4.91498 -1.60011
70 C 0.11875 -2.63785 -4.33590
71 H -2.26220 -1.53085 -3.63076
72 H -3.26073 5.74795 -1.98595
73 C 1.60148 3.17074 -0.36706
74 C -1.90787 2.59112 -0.16649

=====

No. 2
Density functional theory data (the ωB97M-V functional and the def2-TZVPD basis) for a molecular structure, C33H27CoFN4OPS in a non-equilibrium geometry.

molar mass	636.58	g/mol
charge	-1
expectation value of S²	3.865
E_tot	-3790.16086	Eh
spin multiplicity	4
Kohn-Sham gap (alpha / beta)	5.117 / 7.010	eV

Positions of all 69 atoms, in Å:
1 H 3.02541 1.53276 -3.49807
2 C 2.30727 -1.46916 -4.92481
3 H 3.19901 -3.02161 3.59221
4 H -3.79867 -4.35267 -4.82496
5 C 0.61106 -1.52790 1.96879
6 H 0.72625 -2.85582 3.66120
7 H -1.72321 1.83360 1.77670
8 N -2.49543 -0.29749 0.74234
9 S -1.51429 1.29789 -1.19369
10 C -2.45210 -1.95644 -2.83937
11 C 1.64572 1.87531 1.78881
12 P 0.00826 -1.70818 -1.51503
13 C -0.70506 2.01884 2.08970
14 O 1.85385 1.89407 -1.11618
15 H 2.73508 -2.90644 -1.29258
16 C -0.52484 2.74857 3.25484
17 C 1.15374 -1.25569 -2.82384
18 C -0.16561 -3.96102 0.07221
19 H -2.66277 -0.96759 -2.45632
20 C 2.05776 -3.50152 -0.69789
21 H 0.95843 -2.92724 -4.15164
22 H -1.68523 -5.48012 -4.20988
23 C 0.70895 -3.17512 -0.67419
24 C 2.88729 -0.19828 -4.74180
25 H -1.57181 -1.26648 3.94216
26 C 1.30186 -2.32538 2.91481
27 C 2.52913 -4.58172 0.02927
28 H -4.11935 1.73510 -1.02790
29 H -0.10192 -4.38380 -2.68920
30 C -2.74059 0.54313 -0.21520
31 H 3.55814 0.18986 -5.49965
32 C -1.72153 -1.81665 3.00985
33 N -4.05021 0.87330 -0.50570
34 C -1.90708 -4.49349 -3.82182
35 H 2.51848 1.59390 1.21977
36 N 1.32763 -0.87798 0.97254
37 H -1.58546 -2.87874 3.21253
38 H -1.21779 -3.71107 0.08986
39 C 1.65401 -5.36209 0.76366
40 N -1.21288 -0.59522 0.92661
41 H -0.38291 -5.67353 1.33170
42 C 1.43646 0.80648 -1.49575
43 H 2.54769 -2.03896 -5.81064
44 H 4.44459 -1.78029 1.80158
45 C 2.66216 -2.41940 2.87237
46 C -1.00963 -3.87197 -2.97632
47 H -4.67714 0.80800 0.28435
48 H 3.16314 -0.48160 0.14706
49 F 0.94041 3.68469 4.85975
50 C 1.42870 -1.96735 -3.98216
51 H 3.58162 -4.82515 0.01783
52 C 0.75848 2.99974 3.68768
53 H -2.74199 -1.64478 2.67714
54 C -1.26670 -2.59016 -2.48130
55 C -3.08768 -3.85750 -4.17452
56 C 0.30368 -5.05258 0.77383
57 Co 0.18296 0.21435 -0.09640
58 C 0.36739 1.54045 1.33923
59 C 3.36883 -1.72336 1.87096
60 H 2.85328 2.77970 3.31696
61 C 2.65007 -0.99593 0.95281
62 H -4.27763 -2.09355 -3.93695
63 C -0.77892 -1.32996 1.94692
64 C 2.60835 0.54456 -3.63383
65 C -3.35529 -2.59109 -3.67281
66 C 1.73488 0.04112 -2.62423
67 C 1.85356 2.58099 2.96082
68 H 2.01439 -6.21551 1.32157
69 H -1.37121 3.09980 3.82985